Density functional theory data (ωB97M-V with the def2-TZVPD basis set) for a gas-phase ion, C4H7N2 (charge +1) in a non-equilibrium geometry.

Each line ends with the Löwdin charge.
Element x y z (Å)
C 1.268 -1.483 0.765  0.0482
C 0.388 -0.437 -0.004  -0.3143
C -1.041 -0.406 0.079  0.1473
N -1.417 0.892 -0.192  0.1091
C -0.182 1.666 -0.355  -0.1014
N 0.923 0.629 -0.575  0.1962
H 0.763 -2.096 1.491  0.0915
H 0.996 -1.926 -0.199  0.0932
H 2.303 -1.234 0.813  0.0886
H -1.814 -1.149 0.027  0.1584
H -2.102 0.945 -0.940  0.1764
H -0.287 2.217 -1.301  0.1445
H 0.201 2.380 0.391  0.1623

Results
- ΔE to the lowest compared entry with this formula, charge and spin: 4.6309 eV
- Highest occupied orbital energy: -14.74 eV
- Multiplicity: 1
- Total charge: +1
- SMILES string: CC1=NC[NH+]=C1